*P*
{"formula": "C9H13NO", "method": "ωB97M-V with the def2-TZVPD basis set", "symbols": ["H", "H", "C", "C", "H", "C", "H", "H", "C", "H", "H", "O", "H", "N", "C", "H", "H", "H", "H", "C", "H", "C", "C", "C"], "positions_angstrom": [[-3.21515, 0.67488, 0.97624], [-0.34020, -1.42971, 1.62699], [0.04039, -0.43516, 1.43825], [1.72417, 1.24085, 1.36556], [2.72800, 1.65864, 1.47319], [0.35374, -1.37639, -2.44416], [-1.27165, -0.39482, -3.21922], [0.93840, 3.18758, 1.11132], [0.75488, 2.14817, 0.93890], [0.58527, -1.50797, -0.38565], [-1.22943, 2.50151, 0.29234], [0.51734, -2.18164, -3.34586], [2.04508, -0.77862, 2.04535], [-0.56861, -0.37079, -2.50324], [-2.37846, -0.00087, 0.95869], [-2.33220, -0.49917, -0.06795], [1.90219, -2.27847, -1.09178], [1.85283, -0.50392, -1.28403], [-0.66445, 0.30903, -1.76373], [1.36065, -0.08462, 1.62129], [-2.54813, -0.70628, 1.75105], [-0.95434, 0.47762, 1.08135], [-0.55878, 1.76371, 0.68194], [1.25845, -1.41357, -1.25685]], "lowdin_charge": [0.07, 0.12, -0.11, -0.09, 0.10, -0.59, 0.11, 0.10, -0.09, 0.05, 0.10, 0.03, 0.10, 0.16, -0.04, 0.10, 0.09, 0.09, 0.08, -0.09, 0.07, -0.29, -0.05, -0.01], "homo_ha": -0.3362, "smiles": "Cc1ccccc1.CC(N)=O"}

***

*Q*
{"formula": "C9H13NO", "method": "ωB97M-V with the def2-TZVPD basis set", "symbols": ["H", "C", "C", "C", "N", "C", "H", "C", "H", "H", "C", "C", "H", "H", "H", "H", "C", "H", "O", "H", "H", "C", "H", "H"], "positions_angstrom": [[-3.27093, -1.17070, -1.83912], [-2.52941, -0.33986, -1.74668], [0.66152, -2.49234, -1.69022], [1.05302, -2.31511, -0.35818], [2.36865, 2.53376, 2.24765], [-0.92711, -0.84184, 0.01659], [-0.74073, -1.84915, -3.24394], [-1.20589, -0.92175, -1.36841], [1.90167, -2.84282, 0.06251], [2.77526, 3.17047, 1.56161], [0.18674, -1.56269, 0.44350], [-0.39855, -1.72713, -2.19290], [0.56455, -1.66429, 1.45279], [1.15829, -3.01466, -2.43241], [-0.73389, 1.60476, 1.29309], [0.74955, 1.71802, 0.20890], [1.10933, 2.02761, 2.32911], [0.06262, 3.26310, 0.99219], [0.82954, 1.38601, 3.31764], [-2.39710, 0.02069, -2.74212], [-2.85479, 0.58714, -1.25932], [0.28861, 2.14603, 1.14691], [2.89894, 2.68201, 3.05085], [-1.54988, -0.39726, 0.74997]], "lowdin_charge": [0.10, -0.07, -0.08, -0.08, 0.14, -0.06, 0.12, -0.28, 0.10, 0.11, -0.09, -0.05, 0.10, 0.07, 0.10, 0.10, -0.65, 0.11, 0.05, 0.06, 0.08, -0.04, 0.08, 0.09], "homo_ha": -0.3294, "smiles": "Cc1ccccc1.CC(N)=O"}

***

Energetically preferred structure: *P* | next structure: +0.326 eV

***

*P*
{"formula": "C5H8N", "method": "ωB97M-V with the def2-TZVPD basis set", "symbols": ["N", "C", "C", "H", "C", "H", "H", "H", "H", "C", "H", "C", "H", "H"], "positions_angstrom": [[-0.17433, -1.16823, 1.93500], [0.51410, 1.32681, -1.57270], [-0.76285, -0.15709, 0.89681], [-0.15140, -0.72380, -2.15661], [0.95764, -0.83221, -0.43361], [-1.63706, -0.54740, 0.52662], [-0.45221, 1.88657, -1.57948], [1.19345, 1.73491, -0.74437], [-0.19506, -2.13069, 1.99584], [0.52267, -0.69083, 0.80520], [-0.08148, -0.78287, 2.86748], [0.30948, -0.15160, -1.30835], [0.98314, 1.37137, -2.58564], [-1.02608, 0.86506, 1.35382]], "lowdin_charge": [0.21, -0.04, 0.02, 0.16, 0.07, 0.11, 0.10, 0.12, 0.15, -0.24, 0.18, -0.14, 0.11, 0.18], "homo_ha": -0.5107, "smiles": "CC=C=C1C[NH2+]1", "total_charge": 1}

***

*Q*
{"formula": "C5H8N", "method": "ωB97M-V with the def2-TZVPD basis set", "symbols": ["H", "H", "C", "H", "C", "C", "C", "C", "H", "N", "H", "H", "H", "H"], "positions_angstrom": [[1.03670, 2.34261, -0.01419], [-0.83021, -0.97650, 1.37770], [0.30479, -0.57866, -0.39603], [0.84201, -2.62598, 0.27896], [0.74352, -1.96143, -0.67109], [-0.41666, -0.24336, 0.74022], [-0.06157, 1.97601, -0.25472], [-0.76556, 1.12167, 0.86575], [0.19801, -2.63465, -1.32653], [0.51010, 0.34869, -1.24632], [-1.95918, 0.97542, 0.79641], [-0.79257, 1.49876, 1.94919], [1.78566, -1.77835, -1.16441], [-0.59504, 2.53576, -0.93492]], "lowdin_charge": [0.16, 0.14, -0.44, 0.12, -0.03, 0.11, 0.11, -0.15, 0.09, 0.29, 0.23, 0.18, 0.13, 0.06], "homo_ha": [-0.5579, -0.5579], "total_charge": 1}

***

Energetically preferred structure: *Q* | next structure: +1.854 eV

***

*P*
{"formula": "C5H8N", "method": "ωB97M-V with the def2-TZVPD basis set", "symbols": ["C", "C", "H", "C", "H", "H", "C", "H", "H", "H", "H", "C", "N", "H"], "positions_angstrom": [[-0.20424, 1.44279, -1.28097], [0.33961, 0.86692, 0.03017], [0.00073, -2.35804, 0.20394], [-0.70915, -1.43284, 0.00246], [1.73581, -0.89183, 0.15471], [-1.74721, -1.63630, 0.51266], [1.20794, -0.09092, 0.76273], [-0.80153, -1.17899, -1.10710], [1.86099, 0.27541, 1.60460], [-1.20886, 1.22393, -1.64809], [-0.58497, 0.02618, 1.71724], [-0.31531, 2.14921, -0.00576], [-0.18195, -0.29556, 0.80953], [0.60811, 1.90003, -1.75613]], "lowdin_charge": [-0.05, -0.35, 0.15, 0.02, 0.16, 0.14, -0.01, 0.12, 0.17, 0.14, 0.22, 0.23, -0.06, 0.12], "homo_ha": -0.5097, "total_charge": 1}

***

*Q*
{"formula": "C5H8N", "method": "ωB97M-V with the def2-TZVPD basis set", "symbols": ["C", "C", "H", "H", "N", "C", "C", "H", "H", "H", "H", "H", "C", "H"], "positions_angstrom": [[2.92237, 0.16227, -1.12537], [-1.43535, -0.14097, 1.28461], [-0.27718, -1.33095, -0.02502], [-1.72095, -1.09535, 1.81266], [0.48776, 0.49097, -0.16749], [1.67986, 0.22484, -0.65358], [-0.54642, -0.32415, 0.09045], [-2.63553, -1.07312, -0.28864], [-1.31256, 0.75630, 1.83264], [3.69139, -0.13366, -0.41045], [-2.53198, 0.88911, -0.43548], [0.43333, 1.43541, 0.16879], [-2.10071, -0.10334, -0.06489], [3.34595, 0.24264, -2.01823]], "lowdin_charge": [0.18, -0.09, 0.14, 0.14, 0.12, 0.11, -0.30, 0.13, 0.10, 0.12, 0.14, 0.19, -0.03, 0.05], "homo_ha": -0.5426, "smiles": "C=C=[NH+]C1CC1", "total_charge": 1}

***

*R*
{"formula": "C5H8N", "method": "ωB97M-V with the def2-TZVPD basis set", "symbols": ["H", "H", "C", "H", "C", "C", "C", "H", "H", "C", "H", "N", "H", "H"], "positions_angstrom": [[-2.82493, 1.14612, 0.13018], [0.41539, -2.22112, -0.36114], [-0.74790, 0.49476, 0.11914], [-2.21107, 0.47421, 1.66913], [-2.16597, 0.36448, 0.50386], [0.42635, -0.11475, -0.66573], [1.34614, 1.04868, -0.62307], [1.34622, 1.60776, -1.44760], [-2.64075, -0.58407, 0.34309], [0.31371, 1.20661, 0.48612], [1.99616, -1.53712, -0.51934], [1.02694, -1.43233, -0.16170], [1.35406, -1.41635, 0.82996], [2.36566, 0.96311, -0.30290]], "lowdin_charge": [0.10, 0.17, -0.17, 0.14, -0.02, -0.14, -0.05, 0.08, 0.07, 0.13, 0.18, 0.22, 0.19, 0.11], "homo_ha": -0.5062, "smiles": "CC1=C2C[C@]12[NH3+]", "total_charge": 1}

***

*S*
{"formula": "C5H8N", "method": "ωB97M-V with the def2-TZVPD basis set", "symbols": ["C", "H", "H", "H", "C", "H", "H", "H", "H", "C", "N", "H", "C", "C"], "positions_angstrom": [[-0.01875, 0.76828, 0.90102], [-1.58134, 1.69555, -0.43999], [-2.31870, -0.74949, -1.49063], [0.35720, 1.72783, 0.96865], [-0.33689, -0.10589, -1.25436], [-0.31602, 0.46659, 1.99936], [2.65434, -1.31867, -0.03299], [2.51295, -0.13229, 1.47996], [0.39463, -0.25054, -2.11794], [2.06165, -0.50415, 0.58779], [0.85747, -0.23739, 0.30126], [-1.69716, -1.47992, 0.01661], [-1.51590, -0.61903, -0.70671], [-1.05347, 0.73913, -0.21204]], "lowdin_charge": [-0.12, 0.16, 0.17, 0.10, 0.07, 0.18, 0.16, 0.10, 0.18, 0.12, -0.02, 0.16, -0.09, -0.17], "homo_ha": -0.5754, "total_charge": 1}

***

Energetically preferred structure: *Q* | next structure: +0.579 eV

***

*P*
{"formula": "C5H8N", "method": "ωB97M-V with the def2-TZVPD basis set", "symbols": ["N", "H", "H", "H", "H", "C", "C", "H", "H", "C", "C", "H", "C", "H"], "positions_angstrom": [[0.21122, -0.51750, -1.13971], [0.03494, -0.33205, -3.22177], [1.17780, -0.25005, 2.58426], [-1.72059, -0.04262, -0.37978], [1.14446, -0.88975, -0.93991], [-0.27627, 0.29720, 1.08420], [-0.30362, -0.99633, -2.42311], [1.63286, 1.38973, 3.44402], [-1.33264, -0.97632, -2.43657], [0.60606, 1.48679, 3.17331], [-0.56338, -0.07968, -0.15897], [0.02620, -2.05592, -2.59519], [0.50175, 0.47032, 2.16976], [-0.05234, 2.08165, 3.69161]], "lowdin_charge": [-0.01, 0.10, 0.13, 0.20, 0.17, 0.12, -0.03, 0.08, 0.06, 0.21, -0.11, 0.12, -0.10, 0.07], "homo_ha": [-0.4802, -0.4977], "total_charge": 1}

***

*Q*
{"formula": "C5H8N", "method": "ωB97M-V with the def2-TZVPD basis set", "symbols": ["H", "H", "C", "H", "C", "H", "C", "H", "H", "N", "H", "C", "H", "C"], "positions_angstrom": [[1.18047, 1.72259, 1.68599], [-1.03956, 0.14523, 1.71100], [-1.17717, -0.53765, 0.80007], [-0.77167, -1.56531, 1.01420], [2.29444, 0.27680, 0.26758], [-0.84286, -0.47620, -1.38157], [1.83275, 0.07669, -1.07591], [2.34026, 0.64485, -1.87731], [1.77985, -0.84316, -1.59783], [0.79044, 0.72870, -0.33991], [-2.32310, -0.63277, 0.75204], [-0.89086, 0.13058, -0.38073], [-1.35947, 1.00446, -0.67878], [1.46362, 1.17799, 0.78744]], "lowdin_charge": [0.15, 0.12, -0.13, 0.12, 0.16, 0.16, -0.08, 0.16, 0.13, -0.02, 0.14, -0.09, 0.09, 0.07], "homo_ha": -0.5271, "smiles": "CC[N@@+]12C=C1C2", "total_charge": 1}

***

*R*
{"formula": "C5H8N", "method": "ωB97M-V with the def2-TZVPD basis set", "symbols": ["C", "C", "N", "C", "H", "H", "H", "H", "H", "C", "C", "H", "H", "H"], "positions_angstrom": [[0.85275, 1.01041, -0.03955], [1.93399, -0.02552, 0.02724], [-0.19440, -0.05663, -0.04717], [1.16814, -1.09814, -0.02408], [2.99812, 0.08810, 0.10853], [1.09831, -2.16179, -0.08751], [-1.49920, -1.07607, 1.32155], [-1.67299, 0.73499, 1.30271], [0.85720, 1.60379, -0.95650], [-1.37758, -0.15752, 0.76348], [-1.45954, -0.16891, -0.71705], [-1.65899, -1.09202, -1.24872], [0.76556, 1.67634, 0.82092], [-1.81137, 0.72295, -1.22385]], "lowdin_charge": [-0.06, 0.00, -0.14, 0.17, 0.13, 0.12, 0.14, 0.14, 0.14, -0.02, -0.02, 0.14, 0.14, 0.14], "homo_ha": -0.5717, "smiles": "C1=C[N+]2(C1)CC2", "total_charge": 1}

***

Energetically preferred structure: *R* | next structure: +1.923 eV

***

*P*
{"formula": "CHBr3", "method": "ωB97M-V with the def2-TZVPD basis set", "symbols": ["Br", "C", "Br", "H", "Br"], "positions_angstrom": [[-0.99902, -1.60642, -0.23263], [0.16844, -0.02385, -0.01029], [-0.02591, 1.12592, -1.60943], [1.21551, -0.24300, 0.19879], [-0.35901, 0.74735, 1.65354]], "lowdin_charge": [0.51, -1.57, 0.53, -0.02, 0.56], "homo_ha": -0.3781}

***

*Q*
{"formula": "CHBr3", "method": "ωB97M-V with the def2-TZVPD basis set", "symbols": ["Br", "C", "H", "Br", "Br"], "positions_angstrom": [[-11.14031, 1.49917, -9.09933], [-12.27173, 2.48756, -10.30850], [-12.79971, 1.77335, -10.92043], [-11.18673, 3.53233, -11.54022], [-13.64871, 3.47008, -9.30742]], "lowdin_charge": [0.55, -1.61, -0.04, 0.55, 0.54], "homo_ha": -0.3820}

***

Energetically preferred structure: *Q* | next structure: +0.165 eV

***

*P*
{"formula": "C4H7OP", "method": "ωB97M-V with the def2-TZVPD basis set", "symbols": ["H", "C", "C", "H", "C", "H", "C", "H", "H", "H", "P", "H", "O"], "positions_angstrom": [[-0.56325, -2.40297, -0.37601], [1.40449, 0.62720, -0.13817], [-2.33845, -0.53927, 0.62920], [-2.06660, -1.01662, 1.55487], [2.62096, 1.41248, 0.12140], [-3.26903, -1.00720, 0.30084], [0.44256, -0.06081, -0.32574], [2.87271, 1.29345, 1.26496], [3.27953, 0.90920, -0.62040], [2.41110, 2.46302, -0.18192], [-0.94712, -1.11211, -0.60489], [-2.40181, 0.52458, 0.34413], [-1.44508, -1.09096, -1.96826]], "lowdin_charge": [0.01, -0.17, -0.17, 0.02, -0.10, 0.03, -0.14, 0.12, 0.09, 0.09, 0.57, 0.05, -0.42], "homo_ha": -0.3585, "smiles": "CC#C[P@@H](C)=O"}

***

*Q*
{"formula": "C4H7OP", "method": "ωB97M-V with the def2-TZVPD basis set", "symbols": ["H", "H", "O", "H", "H", "H", "C", "C", "C", "H", "C", "H", "P"], "positions_angstrom": [[-1.38337, -0.56616, -0.70733], [-1.23472, 1.44862, 0.33299], [-1.12309, -0.32714, 1.31936], [0.07400, 0.63764, -1.95972], [1.50878, -1.44159, -0.01634], [-0.85539, -2.11453, 0.16187], [-0.56708, 1.02134, 1.13923], [0.84865, -0.70633, -0.17118], [-0.72538, -0.96474, 0.16230], [-0.71778, 1.57030, 2.05471], [0.94464, 0.28659, -1.28429], [1.95081, 0.24314, -1.74028], [1.27993, 0.91289, 0.70868]], "lowdin_charge": [0.13, 0.10, -0.21, 0.10, 0.04, 0.14, -0.40, -0.49, -0.28, 0.06, -0.23, 0.04, 1.00], "homo_ha": -0.3299, "smiles": "C1OCP2C[C@H]12"}

***

*R*
{"formula": "C4H7OP", "method": "ωB97M-V with the def2-TZVPD basis set", "symbols": ["O", "H", "H", "H", "H", "C", "P", "H", "H", "C", "H", "C", "C"], "positions_angstrom": [[-2.57467, 0.96529, -2.11929], [0.40022, 0.33656, 2.04363], [1.20156, -1.79022, 1.13795], [2.27121, 0.59155, 0.69531], [0.35539, -1.68999, -0.43479], [0.15508, 0.18202, 0.92706], [-1.36371, 0.51165, -1.35748], [1.20547, 0.66702, -0.90716], [-1.79298, 1.30970, 0.94848], [0.83718, -1.08087, 0.42099], [-0.93724, -0.79189, -1.80947], [1.46304, 0.20018, 0.07376], [-1.22055, 0.58900, 0.38101]], "lowdin_charge": [-0.48, 0.15, 0.09, 0.10, 0.10, -0.36, 0.78, 0.08, 0.05, -0.19, 0.02, -0.14, -0.20], "homo_ha": -0.3118}

***

Energetically preferred structure: *P* | next structure: +0.716 eV